Record 1
Formula: C42H105O28P7
Source: the OMol25 dataset
Level of theory: ωB97M-V with the def2-TZVPD basis set

Structure (ORCA input):
```
! wB97M-V def2-TZVPD RIJCOSX def2/J DEFGRID3
* xyz 0 1
C -2.429 7.486 0.242
C -1.295 8.133 -0.547
O -0.279 8.618 0.397
P 1.175 8.961 -0.078
O 1.918 9.830 0.831
O 0.933 9.471 -1.518
C 2.052 9.793 -2.429
C 1.752 9.175 -3.753
O 1.844 7.588 -0.397
C 2.738 6.944 0.566
C 4.104 6.678 -0.107
H -2.038 7.010 1.145
H -3.379 7.955 0.464
H -2.665 6.629 -0.414
H -0.877 7.366 -1.189
H -1.692 8.988 -1.092
H 2.189 10.871 -2.472
H 2.957 9.356 -1.974
H 0.952 9.785 -4.205
H 2.572 9.179 -4.462
H 1.311 8.187 -3.649
H 2.875 7.555 1.456
H 2.289 5.980 0.813
H 3.881 6.494 -1.166
H 4.728 7.578 -0.146
H 4.691 5.841 0.261
C -1.596 -8.693 5.447
C -0.534 -8.577 4.328
O -0.781 -7.418 3.395
P -0.117 -6.012 3.727
O 0.916 -6.003 4.758
O 0.416 -5.629 2.292
C 1.687 -5.082 2.110
C 2.034 -5.211 0.629
O -1.302 -5.047 3.988
C -2.624 -5.270 3.374
C -2.814 -4.371 2.114
H -1.291 -9.431 6.205
H -1.706 -7.746 5.992
H -2.572 -9.008 5.083
H 0.487 -8.661 4.696
H -0.649 -9.496 3.719
H 1.707 -4.013 2.378
H 2.436 -5.511 2.781
H 1.458 -4.471 0.091
H 3.101 -5.012 0.469
H 1.926 -6.250 0.320
H -2.688 -6.322 3.107
H -3.311 -5.071 4.197
H -3.000 -3.334 2.329
H -1.914 -4.522 1.512
H -3.638 -4.832 1.553
C 1.357 2.964 3.417
C -0.010 3.545 3.246
O -0.933 2.923 4.198
P -1.829 3.780 5.096
O -2.573 3.068 6.099
O -0.843 4.902 5.587
C -1.094 5.736 6.779
C -0.395 5.156 7.927
O -2.639 4.574 3.993
C -3.872 5.253 4.362
C -4.463 5.809 3.048
H 2.014 3.471 2.698
H 1.769 3.169 4.405
H 1.322 1.898 3.223
H 0.001 4.627 3.382
H -0.296 3.353 2.201
H -0.711 6.706 6.456
H -2.168 5.849 6.964
H 0.673 5.131 7.755
H -0.721 5.581 8.879
H -0.743 4.118 8.046
H -4.536 4.525 4.818
H -3.614 6.084 5.022
H -5.480 6.166 3.241
H -3.863 6.640 2.694
H -4.492 5.002 2.319
C -3.214 -6.661 -5.383
C -1.648 -6.499 -5.303
O -1.318 -5.003 -5.312
P 0.188 -4.576 -5.560
O 0.875 -5.257 -6.665
O 0.099 -3.002 -5.655
C -0.923 -2.381 -6.530
C -1.900 -1.705 -5.593
O 0.804 -4.734 -4.115
C 2.187 -4.250 -3.797
C 3.195 -5.415 -3.773
H -3.542 -6.371 -6.364
H -3.463 -7.687 -5.104
H -3.576 -6.033 -4.576
H -1.288 -6.905 -4.350
H -1.148 -6.961 -6.156
H -0.294 -1.644 -7.058
H -1.303 -3.019 -7.326
H -2.551 -2.481 -5.143
H -1.448 -1.347 -4.664
H -2.524 -0.920 -6.014
H 2.544 -3.489 -4.505
H 2.096 -3.788 -2.814
H 2.860 -6.219 -4.422
H 4.165 -5.113 -4.172
H 3.321 -5.749 -2.746
C 6.819 -1.687 -9.288
C 7.250 -1.147 -7.969
O 6.189 -1.169 -7.012
P 5.233 0.087 -6.936
O 5.885 1.342 -7.203
O 4.659 0.007 -5.488
C 5.559 -0.204 -4.347
C 5.561 -1.631 -3.826
O 4.030 -0.270 -7.875
C 3.397 -1.569 -7.731
C 2.385 -1.548 -8.797
H 6.366 -2.698 -9.287
H 6.047 -1.076 -9.774
H 7.672 -1.853 -9.957
H 7.951 -1.873 -7.559
H 7.676 -0.164 -8.123
H 6.564 0.215 -4.478
H 5.101 0.446 -3.584
H 6.235 -2.297 -4.345
H 5.730 -1.600 -2.749
H 4.524 -1.994 -3.900
H 4.136 -2.337 -7.933
H 2.980 -1.697 -6.736
H 1.689 -0.755 -8.546
H 2.871 -1.371 -9.759
H 1.881 -2.495 -9.002
C -3.414 0.670 2.917
C -2.892 -0.217 4.018
O -4.042 -0.454 4.905
P -3.822 -0.941 6.358
O -2.972 -0.151 7.197
O -5.308 -1.053 6.863
C -6.280 -1.718 6.097
C -7.091 -0.776 5.274
O -3.374 -2.445 6.189
C -2.610 -3.073 7.343
C -2.546 -4.563 7.155
H -2.833 0.597 1.997
H -4.418 0.319 2.668
H -3.424 1.694 3.274
H -2.606 -1.229 3.688
H -1.983 0.173 4.482
H -5.883 -2.491 5.429
H -6.978 -2.258 6.738
H -6.456 -0.135 4.683
H -7.812 -1.369 4.714
H -7.661 -0.150 5.967
H -1.627 -2.610 7.362
H -3.226 -2.869 8.227
H -2.498 -5.021 8.154
H -3.386 -5.057 6.668
H -1.645 -4.917 6.651
C 3.774 0.802 0.030
C 2.510 0.400 0.700
O 1.605 -0.046 -0.295
P 0.099 0.243 -0.142
O -0.383 0.418 1.184
O -0.168 1.428 -1.110
C -0.193 2.825 -0.723
C -1.573 3.236 -0.206
O -0.447 -0.974 -0.937
C -1.848 -0.938 -1.426
C -2.169 -2.375 -1.915
H 3.712 1.606 -0.705
H 4.472 1.250 0.769
H 4.328 -0.066 -0.326
H 2.787 -0.382 1.413
H 2.082 1.212 1.285
H 0.572 3.003 0.045
H 0.087 3.448 -1.575
H -1.628 4.318 -0.011
H -2.391 2.928 -0.847
H -1.732 2.832 0.806
H -2.524 -0.680 -0.597
H -1.918 -0.132 -2.167
H -3.030 -2.567 -2.548
H -1.304 -2.764 -2.458
H -2.321 -2.926 -0.982
*
```

Computed properties:
Electronic energy, eV: -167626.6254
Relative energy (zero: lowest compared OMol25 entry of this formula, charge and spin), kcal/mol: 62.6
HOMO, eV: -9.9
LUMO level, eV: 0.28
SMILES: CCOP(=O)(OCC)OCC.CCOP(=O)(OCC)OCC.CCOP(=O)(OCC)OCC.CCOP(=O)(OCC)OCC.CCOP(=O)(OCC)OCC.CCOP(=O)(OCC)OCC.CCOP(=O)(OCC)OCC

Here are the Löwdin charges for atoms 1 to 8, given in e:
1 C -0.08
2 C -0.22
3 O -0.17
4 P 0.27
5 O -0.22
6 O -0.19
7 C -0.22
8 C -0.07

Record 2
Formula: C22H25N3O2PPt
Source: the OMol25 dataset
Level of theory: ωB97M-V with the def2-TZVPD basis set

Structure (ORCA input):
```
! wB97M-V def2-TZVPD RIJCOSX def2/J DEFGRID3
* xyz 1 3
Pt 0.550 1.133 -0.724
O 3.115 -2.932 4.143
C 2.475 -1.903 4.407
O 2.077 -1.362 5.449
C 2.274 -0.989 3.150
C 2.662 -1.437 1.889
C 2.326 -0.697 0.782
N 1.648 0.457 0.923
C 1.293 0.933 2.132
C 1.611 0.230 3.268
C 0.533 2.212 2.091
C 0.138 2.882 3.233
C -0.582 4.059 3.109
C -0.886 4.547 1.848
C -0.460 3.829 0.750
N 0.234 2.690 0.867
C 2.626 -1.066 -0.628
C 3.390 -2.169 -0.960
C 3.625 -2.449 -2.296
C 3.101 -1.616 -3.273
C 2.350 -0.532 -2.871
N 2.119 -0.261 -1.581
H 3.192 -2.382 1.844
H 1.344 0.554 4.268
H 0.385 2.488 4.210
H -0.901 4.592 3.995
H -1.436 5.468 1.714
H -0.660 4.171 -0.257
H 3.799 -2.802 -0.185
H 4.219 -3.312 -2.571
H 3.275 -1.797 -4.325
H 1.929 0.158 -3.592
C -2.580 0.307 1.084
C -2.796 0.517 -0.418
P -1.348 0.056 -1.412
C -1.045 -1.708 -1.082
C -2.217 -2.654 -1.350
C -1.791 0.203 -3.178
C -3.284 0.074 -3.490
H -3.409 0.737 1.644
H -1.663 0.781 1.434
H -2.527 -0.753 1.337
H -3.025 1.562 -0.639
H -3.639 -0.077 -0.774
H -0.721 -1.768 -0.041
H -0.178 -1.978 -1.690
H -3.103 -2.385 -0.772
H -1.940 -3.669 -1.066
H -2.489 -2.673 -2.406
H -1.211 -0.569 -3.687
H -1.416 1.162 -3.542
H -3.698 -0.876 -3.154
H -3.424 0.134 -4.569
H -3.863 0.879 -3.039
*
```

Computed properties:
Electronic energy, eV: -44314.1204
HOMO (spin up / spin down), eV: -10.4 / -10.4
LUMO level (spin up / spin down), eV: -3.92 / -5.86
<S²>: 2.01

Here are the natural (NBO) charges for atoms 1 to 8, given in e:
1 Pt 0.88
2 O -0.70
3 C 0.73
4 O -0.70
5 C 0.03
6 C -0.22
7 C 0.24
8 N -0.55

Record 3
Formula: C12H25AlBrCaCl3F4IKMgO12P
Source: the OMol25 dataset
Level of theory: ωB97M-V with the def2-TZVPD basis set

Structure (ORCA input):
```
! wB97M-V def2-TZVPD RIJCOSX def2/J DEFGRID3
* xyz 1 1
C 0.820 -2.081 -0.166
O -0.258 -1.744 -1.111
C -1.118 -2.901 -1.413
O -2.210 -2.617 -2.356
P -2.481 -0.908 -2.564
O -2.848 -0.148 -1.190
O -3.949 -0.755 -3.553
O -1.223 -0.097 -3.476
C -0.705 1.084 -2.754
C 0.448 1.753 -3.748
O 0.633 1.308 -5.007
I 1.693 3.442 -3.055
H 1.676 -2.617 -0.795
H 0.447 -2.754 0.742
H 1.244 -1.040 0.234
H -0.409 -3.709 -1.932
H -1.548 -3.443 -0.450
H -4.681 -0.893 -2.866
H -1.509 1.901 -2.519
H -0.150 0.804 -1.752
C -5.951 -1.032 1.765
C -5.516 -2.116 0.801
O -5.261 -1.555 -0.478
H -6.853 -0.531 1.399
H -6.156 -1.449 2.755
H -5.177 -0.263 1.859
H -6.301 -2.870 0.693
H -4.607 -2.613 1.154
H -4.557 -0.893 -0.373
O -5.824 -4.799 -1.335
H -6.473 -4.116 -1.111
H -5.150 -4.324 -1.844
K -3.600 -2.051 2.206
Br 1.931 -2.263 2.284
C 5.566 1.595 1.280
C 5.433 2.414 0.022
C 4.486 1.573 -0.805
O 3.633 0.879 0.116
C 4.173 1.027 1.437
H 5.891 2.174 2.149
H 6.285 0.783 1.120
H 4.969 3.380 0.256
H 6.384 2.605 -0.481
H 5.028 0.822 -1.389
H 3.878 2.174 -1.487
H 3.523 1.716 1.988
H 4.169 0.060 1.948
C 0.306 -3.013 5.411
O 0.991 -2.103 5.853
O 0.412 -4.203 5.728
O -0.598 -2.885 4.577
Mg -5.706 -4.277 0.920
F 6.617 7.271 -1.617
Al 5.601 6.113 -2.550
F 6.076 4.427 -2.133
F 5.843 6.387 -4.313
F 3.867 6.367 -2.135
Ca 5.252 -0.574 2.910
C -1.217 2.309 2.142
Cl -0.516 1.455 3.527
Cl -2.738 1.548 1.646
Cl -1.474 4.019 2.530
H -0.513 2.248 1.308
*
```

Computed properties:
Electronic energy, eV: -220079.5403
HOMO, eV: -9.2
LUMO level, eV: -7.13

Here are the Löwdin charges for atoms 1 to 8, given in e:
1 C -0.29
2 O -0.28
3 C -0.23
4 O -0.21
5 P 0.84
6 O -0.39
7 O -0.17
8 O -0.22

Record 4
Formula: C3H8NOP
Source: the OMol25 dataset
Level of theory: ωB97M-V with the def2-TZVPD basis set

Structure (ORCA input):
```
! wB97M-V def2-TZVPD RIJCOSX def2/J DEFGRID3
* xyz 0 1
C 0.059 -0.579 2.693
C 0.016 0.609 2.103
O -0.816 0.853 1.034
P -0.861 0.499 -0.576
N 0.494 -0.023 -1.108
C 0.890 -0.430 -2.418
H -0.438 -1.377 2.217
H 0.486 -0.830 3.657
H 0.383 1.438 2.567
H -2.121 -0.148 -0.920
H -1.238 1.759 -1.007
H 0.656 -1.473 -2.581
H 0.504 0.214 -3.232
H 1.987 -0.510 -2.429
*
```

Computed properties:
Electronic energy, eV: -16064.6396
Relative energy (zero: lowest compared OMol25 entry of this formula, charge and spin), kcal/mol: 55.7
HOMO, eV: -8.5
LUMO level, eV: 0.99
SMILES: C=CO[PH2]=NC

Here are the natural (NBO) charges for atoms 1 to 8, given in e:
1 C -0.44
2 C 0.16
3 O -0.80
4 P 1.67
5 N -1.07
6 C -0.41
7 H 0.20
8 H 0.21